# 1
ORCA calculation (wB97M-V/def2-TZVPD) on C19H23N6O4S2Tc as an isolated structure at a distorted geometry.

Properties
HOMO-LUMO gap (spin up / spin down) = 5.78 / 4.18 eV
total energy = -2243.41893 a.u.
energy above the lowest of the compared OMol25 structures with the same formula, charge and spin = 43.6 kcal per mole
M = 561.57 g mol⁻¹

```
! RIJCOSX wB97M-V def2-TZVPD def2/J DEFGRID3
* xyz 3 2
Tc -0.49486 -0.66714 1.72981
C -2.81352 -3.67118 4.29045
C -2.16217 -2.72160 3.46005
N -1.65252 -1.95755 2.76747
H -2.29360 -3.76566 5.24794
H -2.82407 -4.64982 3.80430
H -3.84413 -3.36387 4.48577
C 1.48700 -3.38739 -0.62634
N 0.29712 -3.10691 -1.41068
C 0.28687 -3.64954 -2.76876
C -1.13637 -3.91942 -3.22068
C -1.93440 -2.64668 -3.01629
N -1.82418 -2.17681 -1.64043
C -2.92653 -1.36608 -1.15975
C -0.70525 -2.37368 -0.92814
O -0.61363 -1.89623 0.28058
H 1.47873 -4.43213 -0.30767
H 1.54543 -2.75583 0.25496
H 2.37448 -3.23351 -1.23957
H 0.87721 -4.56517 -2.77182
H 0.75889 -2.92439 -3.43868
H -1.57469 -4.74522 -2.65674
H -1.15030 -4.19166 -4.27450
H -2.98883 -2.78357 -3.25253
H -1.53510 -1.86736 -3.67098
H -3.86171 -1.90788 -1.30578
H -2.98252 -0.43361 -1.72755
H -2.81386 -1.12713 -0.10546
S -0.83462 0.83984 3.39646
C -0.22903 2.46684 3.13564
N -1.12326 3.47359 2.97777
C -0.72755 4.76125 3.00811
C 0.59777 5.05231 3.22391
C 1.47375 3.96939 3.33092
N 1.05148 2.70946 3.26890
H -2.11112 3.25101 2.87770
H -1.48414 5.52369 2.87482
H 0.94061 6.07325 3.30547
H 2.53649 4.10869 3.48920
O 0.79241 0.27132 -3.29597
S 0.32241 1.40001 -2.54800
O -0.79877 2.11695 -3.04131
N -0.05630 0.79826 -1.02700
C 0.90859 1.07808 -0.16152
O 0.91254 0.58071 1.01676
C 1.92298 2.01366 -0.63540
C 2.98770 2.56404 0.07603
C 3.80096 3.47843 -0.57041
C 3.56635 3.83635 -1.90062
C 2.51388 3.27120 -2.62963
C 1.71219 2.37900 -1.97175
H 3.16883 2.25681 1.09696
H 4.63348 3.91685 -0.03814
H 4.19946 4.56136 -2.39309
H 2.34941 3.53469 -3.66479
*
```

For each atom in turn, the Löwdin charge in e is: Tc 1.32; C 0.02; C -0.11; N 0.00; H 0.13; H 0.12; H 0.13; C 0.01; N -0.05; C -0.11; C -0.12; C -0.12; N -0.05; C -0.01; C -0.38; O -0.25; H 0.12; H 0.08; H 0.11; H 0.14; H 0.14; H 0.13; H 0.14; H 0.14; H 0.14; H 0.11; H 0.11; H 0.06; S 0.70; C -0.68; N 0.12; C 0.03; C 0.04; C -0.03; N 0.11; H 0.18; H 0.16; H 0.14; H 0.14; O -0.21; S 0.68; O -0.19; N 0.12; C -0.43; O -0.20; C -0.12; C 0.04; C 0.01; C 0.04; C 0.03; C -0.16; H 0.13; H 0.13; H 0.14; H 0.15



# 2
ORCA calculation (wB97M-V/def2-TZVPD) on an isolated ion of composition C3H6NO and charge +1 at a distorted geometry.

Properties
HOMO-LUMO gap (spin up / spin down) = 7.35 / 8.00 eV
total energy = -247.50772 a.u.
energy above the lowest of the compared OMol25 structures with the same formula, charge and spin = 68.0 kcal per mole
M = 72.09 g mol⁻¹

```
! RIJCOSX wB97M-V def2-TZVPD def2/J DEFGRID3
* xyz 1 1
C -2.00047 0.24349 0.21932
C -0.64249 1.02781 0.21501
C 0.37643 0.21784 -0.51618
N 1.27291 -0.79836 0.12403
O -2.58617 -0.66118 -0.21522
H -1.03091 1.89247 -0.29607
H -0.31856 1.39953 1.27926
H 0.21140 -0.20090 -1.54030
H 0.77501 -1.67089 0.38366
H 1.86800 -0.58201 0.89695
H 2.07484 -0.86780 -0.55044
*
```

For each atom in turn, the Löwdin charge in e is: C 0.04; C -0.18; C -0.15; N 0.13; O 0.23; H 0.12; H 0.17; H 0.12; H 0.18; H 0.15; H 0.19



# 3
ORCA calculation (wB97M-V/def2-TZVPD) on C2H2N4 in the gas phase at a distorted geometry.

Properties
HOMO-LUMO gap = 9.32 eV
structure (SMILES) = c1cnnnn1
total energy = -296.28566 a.u.
energy above the lowest of the compared OMol25 structures with the same formula, charge and spin = 87.4 kcal per mole
M = 82.07 g mol⁻¹

```
! RIJCOSX wB97M-V def2-TZVPD def2/J DEFGRID3
* xyz 0 1
C 0.52551 -0.60100 0.52875
C 0.63317 0.54783 -0.33042
N -0.32358 1.16908 -0.66650
N -1.54952 0.81384 -0.13173
N -1.74883 -0.41149 0.17044
N -0.69887 -1.18885 0.56425
H 1.47304 -1.09289 0.72494
H 1.68908 0.76347 -0.85972
*
```

For each atom in turn, the Löwdin charge in e is: C -0.08; C -0.23; N 0.04; N 0.00; N -0.03; N 0.04; H 0.10; H 0.16



# 4
ORCA calculation (wB97M-V/def2-TZVPD) on a 3-piece molecular cluster, CN2O5S2 overall at a distorted geometry.

Properties
HOMO-LUMO gap (spin up / spin down) = 8.28 / 8.28 eV
total energy = -1319.99168 a.u.
energy above the lowest of the compared OMol25 structures with the same formula, charge and spin = 24.8 kcal per mole
M = 184.15 g mol⁻¹

```
! RIJCOSX wB97M-V def2-TZVPD def2/J DEFGRID3
* xyz 0 1
C -3.54706 -0.74228 -2.28180
N 3.14697 -0.09645 0.83027
N 0.75795 0.33510 0.74372
O 3.98370 -0.72874 0.29801
O 1.38892 -0.20113 -0.14552
O -3.23522 -0.07671 -1.39922
O -0.78953 1.36611 2.23759
O -3.79488 -1.32594 -3.25600
S 2.77810 0.79536 1.97404
S -0.68895 0.67468 0.99891
*
```

For each atom in turn, the Löwdin charge in e is: C -0.41; N -0.67; N -0.60; O 0.05; O -0.14; O 0.20; O -0.53; O 0.21; S 0.98; S 0.92



# 5
ORCA calculation (wB97M-V/def2-TZVPD) on C14H16F6N4O10S3Yb as an isolated structure at a distorted geometry.

Properties
HOMO-LUMO gap = 9.54 eV
total energy = -4466.85925 a.u.
M = 783.53 g mol⁻¹

```
! RIJCOSX wB97M-V def2-TZVPD def2/J DEFGRID3
* xyz 1 2
Yb 0.15127 0.57408 -1.06086
F 1.68634 4.52443 -2.45073
C 2.31980 3.62898 -1.73122
F 3.45587 4.11766 -1.27722
F 1.56428 3.28158 -0.66381
S 2.73965 2.06593 -2.71410
O 2.25249 1.03853 -1.77087
O 4.12679 2.13981 -2.97252
N 1.82846 2.03239 -4.02758
S 0.37604 1.60765 -3.62139
O 0.15814 0.17956 -3.33809
O -0.09586 2.39280 -2.47549
C -0.70791 2.01879 -5.05453
F -0.53801 3.28217 -5.36363
F -0.40398 1.22882 -6.05771
F -1.94109 1.79849 -4.63834
O 1.67341 -0.82949 -0.05874
S 2.17088 -0.75280 1.38910
C 3.96227 -1.05410 1.34618
C 4.68970 0.17955 1.90142
C 3.65720 1.03020 2.64996
C 2.40781 0.99210 1.78943
H 4.18443 -1.27553 0.30179
H 4.13898 -1.95111 1.93759
H 5.12654 0.75377 1.08447
H 5.50165 -0.12207 2.55962
H 3.99694 2.05475 2.79542
H 3.45139 0.61203 3.63845
H 2.58637 1.47488 0.82736
H 1.50655 1.37689 2.25963
N -3.37984 -0.46038 -2.21107
C -3.19415 0.72356 -1.60151
N -4.27724 1.47128 -1.32261
O -2.06375 1.14947 -1.29614
H -4.29575 -0.81106 -2.42177
H -2.59551 -1.08594 -2.28001
H -5.20840 1.19685 -1.57732
H -4.13187 2.37638 -0.91371
O -0.63798 0.22453 0.91810
C -1.09359 -0.91354 0.53725
O -0.96672 -1.27033 -0.67386
C -1.74172 -1.81868 1.51260
C -2.49719 -2.88544 1.04640
C -3.08437 -3.75761 1.94423
C -2.87489 -3.54615 3.29207
C -2.12235 -2.49771 3.78305
C -1.55702 -1.61785 2.87585
N -3.48809 -4.49480 4.25978
O -3.26111 -4.30478 5.43477
O -4.29290 -5.28811 3.82137
H -2.61513 -3.03485 -0.01891
H -3.68357 -4.59565 1.62076
H -1.99078 -2.38612 4.84938
H -0.97249 -0.77381 3.21769
*
```

For each atom in turn, the Löwdin charge in e is: Yb 1.69; F 0.18; C -0.65; F 0.18; F 0.09; S 0.69; O -0.43; O -0.20; N -0.25; S 0.67; O -0.33; O -0.37; C -0.70; F 0.20; F 0.20; F 0.18; O -0.61; S 1.04; C -0.28; C -0.20; C -0.22; C -0.32; H 0.10; H 0.09; H 0.12; H 0.12; H 0.12; H 0.12; H 0.08; H 0.10; N 0.21; C -0.60; N 0.20; O -0.09; H 0.12; H 0.10; H 0.12; H 0.12; O -0.13; C -0.57; O -0.09; C -0.12; C 0.02; C 0.03; C -0.12; C 0.03; C 0.02; N -0.34; O 0.09; O 0.10; H 0.12; H 0.13; H 0.13; H 0.12